ORCA calculation (wB97M-V/def2-TZVPD) on a cluster of 8 separate species, C22H50F12N5O10PS2 in total.

Summary:
charge: +2
E_tot: -4230.20172 hartree
ΔE to the lowest compared entry with this formula, charge and spin: 7.51 kcal per mole

Each atom is followed by the atoms it is bonded to, with distances in Å.
CARTESIAN COORDINATES (ANGSTROEM)
1 C 0.91294 -1.76805 -5.07893  C2 1.504, H8 1.089, H9 1.088, H10 1.087
2 C -0.54996 -1.93324 -4.77222  C1 1.504, O3 1.174, N4 1.525
3 O -1.33270 -2.47670 -5.45780  C2 1.174
4 N -0.99844 -1.41772 -3.40894  C2 1.525, H5 1.041, H6 1.030, C7 1.495
5 H -0.49678 -1.92453 -2.64999  N4 1.041
6 H -0.65959 -0.44707 -3.34093  N4 1.030
7 C -2.49281 -1.41191 -3.36696  N4 1.495, H11 1.086, H12 1.091, H13 1.081
8 H 1.06485 -0.87919 -5.68916  C1 1.089
9 H 1.18377 -2.61553 -5.70461  C1 1.088
10 H 1.49329 -1.69061 -4.16309  C1 1.087
11 H -2.78313 -0.53126 -3.93288  C7 1.086
12 H -2.76573 -1.15106 -2.34308  C7 1.091
13 H -2.92385 -2.37672 -3.59435  C7 1.081
14 C 1.01205 3.60668 2.48160  C15 1.512, H21 1.088, H22 1.094, H23 1.088
15 C 2.29137 3.73546 3.27777  C14 1.512, O16 1.175, N17 1.496
16 O 3.03749 2.84283 3.44109  C15 1.175
17 N 2.53164 5.05404 3.94123  C15 1.496, H18 1.025, H19 1.028, C20 1.514
18 H 1.67837 5.30778 4.44844  N17 1.025
19 H 3.24262 4.96847 4.67814  N17 1.028
20 C 2.94545 6.13638 2.96674  N17 1.514, H24 1.087, H25 1.086, H26 1.087
21 H 1.13861 3.84032 1.42606  C14 1.088
22 H 0.20477 4.22189 2.88957  C14 1.094
23 H 0.68280 2.58498 2.65686  C14 1.088
24 H 3.78478 5.82428 2.34999  C20 1.087
25 H 3.24117 7.03334 3.50365  C20 1.086
26 H 2.07340 6.30870 2.34158  C20 1.087
27 C -3.69690 2.58541 -0.58100  C28 1.504, H34 1.091, H35 1.093, H36 1.085
28 C -3.49150 3.74889 -1.51224  C27 1.504, O29 1.181, N30 1.504
29 O -4.36925 4.47260 -1.82910  C28 1.181
30 N -2.08968 3.99599 -1.99797  C28 1.504, H31 1.018, H32 1.029, C33 1.532
31 H -1.55914 4.50500 -1.29318  N30 1.018
32 H -1.64117 3.08375 -2.15625  N30 1.029
33 C -2.04587 4.81604 -3.29085  N30 1.532, H37 1.082, H38 1.087, H39 1.087
34 H -2.95178 2.66842 0.21133  C27 1.091
35 H -3.53480 1.64696 -1.11728  C27 1.093
36 H -4.73831 2.56598 -0.27675  C27 1.085
37 H -2.67900 5.69238 -3.24691  C33 1.082
38 H -2.29920 4.07479 -4.04412  C33 1.087
39 H -1.00272 5.04000 -3.49694  C33 1.087
40 C -5.89914 -1.53569 -0.25843  C41 1.504, H47 1.096, H48 1.087, H49 1.091
41 C -4.77976 -2.10282 0.57140  C40 1.504, O42 1.167, N43 1.521
42 O -4.13523 -3.03245 0.28456  C41 1.167
43 N -4.35364 -1.29785 1.78991  C41 1.521, H44 1.024, H45 1.026, C46 1.523
44 H -5.16964 -0.80066 2.15872  N43 1.024
45 H -4.17407 -1.96850 2.54475  N43 1.026
46 C -3.09695 -0.49054 1.49444  N43 1.523, H50 1.091, H51 1.089, H52 1.084
47 H -6.78671 -1.31719 0.34690  C40 1.096
48 H -6.32035 -2.20635 -1.00342  C40 1.087
49 H -5.58603 -0.60677 -0.73773  C40 1.091
50 H -2.38051 -1.00706 0.85453  C46 1.091
51 H -2.65259 -0.40883 2.48476  C46 1.089
52 H -3.31249 0.48242 1.06733  C46 1.084
53 C 1.37502 -5.29310 3.84797  C54 1.533, H62 1.093, H63 1.091, H64 1.090
54 C 1.34990 -3.94038 3.12783  C53 1.533, C55 1.518, H65 1.089, H66 1.092
55 C 2.47617 -3.04335 3.60936  C54 1.518, N56 1.544, H67 1.088, H68 1.091
56 N 2.52267 -1.71733 2.82041  C55 1.544, C57 1.493, C58 1.516, C61 1.540
57 C 1.20170 -1.04066 2.98152  N56 1.493, H69 1.084, H70 1.086, H71 1.092
58 C 2.83862 -2.12407 1.39444  N56 1.516, C59 1.533, H72 1.086, H73 1.088
59 C 3.68704 -0.98469 0.81931  C58 1.533, C60 1.510, H74 1.092, H75 1.089
60 C 3.95569 0.00685 1.92650  C59 1.510, C61 1.537, H76 1.088, H77 1.090
61 C 3.67819 -0.77994 3.21767  N56 1.540, C60 1.537, H78 1.087, H79 1.089
62 H 2.22206 -5.92870 3.57762  C53 1.093
63 H 0.52547 -5.88711 3.50855  C53 1.091
64 H 1.38420 -5.26515 4.93790  C53 1.090
65 H 0.33580 -3.55105 3.20214  C54 1.089
66 H 1.46826 -4.13594 2.06018  C54 1.092
67 H 3.44312 -3.50485 3.41891  C55 1.088
68 H 2.46207 -2.73558 4.65618  C55 1.091
69 H 0.42475 -1.64377 2.52633  C57 1.084
70 H 1.19992 -0.01885 2.61314  C57 1.086
71 H 1.05845 -1.05737 4.06382  C57 1.092
72 H 1.92851 -2.25695 0.81708  C58 1.086
73 H 3.49797 -2.98024 1.27112  C58 1.088
74 H 3.13381 -0.49178 0.01683  C59 1.092
75 H 4.60753 -1.27720 0.31705  C59 1.089
76 H 3.32253 0.89216 1.92311  C60 1.088
77 H 4.99172 0.34138 1.97931  C60 1.090
78 H 3.36330 -0.20624 4.08547  C61 1.087
79 H 4.49233 -1.46290 3.45660  C61 1.089
80 C -0.86374 -4.32152 -0.16329  F81 1.345, F82 1.346, F83 1.323, S84 1.878
81 F -1.91603 -3.87586 -0.87230  C80 1.345
82 F -0.71601 -3.50397 0.89635  C80 1.346
83 F -1.20114 -5.52541 0.27074  C80 1.323
84 S 0.65081 -4.41580 -1.26993  C80 1.878, O85 1.440, O86 1.474, O87 1.450
85 O 0.37175 -5.54338 -2.12041  S84 1.440
86 O 0.57062 -3.16755 -2.04997  S84 1.474
87 O 1.74463 -4.53636 -0.32537  S84 1.450
88 C 2.48148 1.89056 -4.58634  F89 1.346, F90 1.337, F91 1.341, S92 1.914
89 F 2.80773 1.26259 -3.44101  C88 1.346
90 F 3.15640 3.03796 -4.71298  C88 1.337
91 F 2.83892 1.10479 -5.61203  C88 1.341
92 S 0.60311 2.23853 -4.70317  C88 1.914, O93 1.445, O94 1.463, O95 1.458
93 O 0.39239 2.66523 -6.06706  S92 1.445
94 O -0.01442 0.94030 -4.43242  S92 1.463
95 O 0.36746 3.28681 -3.71693  S92 1.458
96 P -0.07262 0.73410 -0.48496  F97 1.603, F98 1.628, F99 1.574, F100 1.661, F101 1.639, F102 1.671
97 F 1.34440 1.09418 0.17249  P96 1.603
98 F -0.26395 2.24226 -1.06848  P96 1.628
99 F 0.61175 0.18216 -1.79094  P96 1.574
100 F -1.60992 0.35713 -0.98881  P96 1.661
101 F -0.12501 -0.77786 0.14554  P96 1.639
102 F -0.87538 1.27244 0.87874  P96 1.671